Molecular formula: C24H28InO2PSi2
Method: DFT, wB97M-V/def2-TZVPD

Values from the calculation:
Charge = 0
Multiplicity = 1
E_tot = -2192.3336 Ha
Gap between HOMO and LUMO = 6.91 eV
Max |F| = 0.5 eV/A

Structure (XYZ):
```
58
C24H28InO2PSi2, DFT wB97M-V/def2-TZVPD
In -1.07 0.35 0.92
O -2.53 -3.20 2.51
C -2.16 -2.56 1.55
O -2.27 -1.26 1.46
C -1.59 -3.28 0.33
P -0.33 -2.26 -0.51
C 0.31 -3.33 -1.85
C -0.30 -3.22 -3.10
C 0.09 -4.02 -4.16
C 1.11 -4.94 -3.98
C 1.73 -5.06 -2.74
C 1.33 -4.26 -1.68
C 1.07 -2.27 0.67
C 2.27 -1.69 0.24
C 3.35 -1.59 1.09
C 3.25 -2.05 2.40
C 2.06 -2.62 2.84
C 0.98 -2.73 1.98
H -2.41 -3.42 -0.39
H -1.23 -4.27 0.62
H -1.09 -2.48 -3.25
H -0.39 -3.93 -5.12
H 1.43 -5.57 -4.80
H 2.53 -5.77 -2.60
H 1.82 -4.36 -0.72
H 2.35 -1.32 -0.78
H 4.27 -1.15 0.74
H 4.09 -1.97 3.07
H 1.98 -2.98 3.86
H 0.07 -3.20 2.35
C 0.76 1.26 -2.09
Si 0.73 1.72 -0.27
C 2.50 1.86 0.36
C -0.10 3.42 -0.07
C 0.60 4.47 -0.68
C 0.16 5.78 -0.61
C -1.00 6.08 0.09
C -1.71 5.05 0.69
C -1.30 3.72 0.63
Si -2.45 2.45 1.45
C -4.16 2.61 0.66
C -2.58 2.85 3.28
H 1.44 1.92 -2.64
H -0.23 1.37 -2.54
H 1.08 0.23 -2.24
H 2.95 2.79 0.01
H 3.11 1.03 0.00
H 2.54 1.86 1.45
H 1.51 4.26 -1.23
H 0.72 6.57 -1.10
H -1.35 7.10 0.16
H -2.62 5.30 1.22
H -4.61 3.57 0.88
H -4.82 1.83 1.04
H -4.09 2.50 -0.42
H -3.05 3.82 3.45
H -1.59 2.88 3.74
H -3.17 2.10 3.80
```

Atomic partial charges in e from the Mulliken method, atoms 1 to 4: number 1, In, carries 1.438; number 2, O, carries -0.627; number 3, C, carries 0.300; number 4, O, carries -0.584

=====

Molecular formula: C24H28KN4O2S4Sb
Method: DFT, wB97M-V/def2-TZVPD

Values from the calculation:
Charge = -2
Multiplicity = 1
E_tot = -3733.8574 Ha
Gap between HOMO and LUMO = 5.67 eV
Max |F| = 3.0 eV/A

Structure (XYZ):
```
64
C24H28KN4O2S4Sb, DFT wB97M-V/def2-TZVPD
K 0.03 1.65 -0.39
C 4.80 2.19 3.82
C 3.92 1.27 2.93
C 4.24 0.22 2.14
C 3.27 -0.60 1.51
C 3.76 -1.84 0.88
N 3.66 -2.30 -0.26
C 2.97 -1.53 -1.24
C 2.65 -2.36 -2.55
C 1.76 -1.51 -3.48
N 0.45 -1.28 -2.88
C -0.33 -2.25 -2.54
C -1.64 -2.23 -1.97
C -2.33 -3.41 -1.74
C -3.59 -3.46 -1.08
C -4.23 -4.81 -0.78
C -4.02 -2.23 -0.50
C -3.31 -1.04 -0.69
C -3.86 0.09 0.04
N -3.28 1.20 0.26
C -3.97 2.08 1.25
C -3.27 1.96 2.60
C -1.82 2.27 2.79
N -0.85 1.26 2.25
C 0.32 1.56 2.66
C 1.55 0.94 2.26
C 2.56 1.59 2.90
C 1.87 -0.26 1.49
O 1.06 -1.07 1.00
C -2.11 -0.96 -1.50
O -1.59 0.14 -1.78
H 5.25 1.72 4.65
H 4.22 3.05 4.23
H 5.68 2.64 3.34
H 5.27 -0.09 2.07
H 4.42 -2.45 1.53
H -1.14 5.78 -4.54
H 3.48 -0.63 -1.53
H 2.02 -1.14 -0.92
H 2.24 -3.37 -2.37
H 3.53 -2.53 -3.20
H 1.62 -1.97 -4.43
H 2.08 -0.53 -3.69
H 0.14 -0.31 -2.78
H -0.04 -3.28 -2.85
H -1.78 -4.24 -2.20
H -3.85 -5.16 0.17
H -4.09 -5.49 -1.64
H -5.35 -4.70 -0.63
H -4.86 -2.24 0.18
H -4.82 -0.19 0.60
H -5.04 1.76 1.36
H -3.92 3.16 1.05
H -3.44 0.97 2.97
H -3.79 2.66 3.26
H -1.62 2.39 3.80
H -1.58 3.24 2.37
H 0.39 2.29 3.47
H 2.19 2.40 3.53
S 1.48 1.97 -3.09
Sb 0.82 4.24 -2.90
S -0.75 4.49 -4.78
S -0.11 4.86 -0.82
S 2.69 5.44 -3.61
```

Atomic partial charges in e from the Mulliken method, atoms 1 to 4: number 1, K, carries 0.805; number 2, C, carries -1.339; number 3, C, carries 0.116; number 4, C, carries -0.410

=====

Molecular formula: C24H28MnN3O8PS2
Method: DFT, wB97M-V/def2-TZVPD

Values from the calculation:
Energy above the lowest of the compared OMol25 structures with the same formula, charge and spin = 0.096 eV
Charge = +1
Multiplicity = 5
E_tot = -3986.2261 Ha
Gap between HOMO and LUMO (spin up / spin down) = 6.86 / 8.14 eV
Max |F| = 0.1 eV/A

Structure (XYZ):
```
67
C24H28MnN3O8PS2, DFT wB97M-V/def2-TZVPD
Mn 1.05 -0.18 -0.19
C 4.05 -2.28 0.81
C 4.07 -0.88 0.33
N 3.03 -0.12 0.00
C 3.52 1.12 -0.37
C 4.87 1.11 -0.26
N 5.18 -0.15 0.18
C 5.95 2.11 -0.49
O 5.59 3.30 -0.89
O 7.09 1.77 -0.28
C 2.54 2.15 -0.78
O 2.89 3.28 -1.07
O 1.32 1.71 -0.76
H 3.04 -2.61 1.01
H 4.63 -2.37 1.73
H 4.49 -2.94 0.06
H 6.14 -0.44 0.35
H 4.61 3.39 -0.99
C -1.27 -0.10 4.01
O -0.60 -0.55 2.81
P 0.81 -0.04 2.30
O 0.86 1.40 2.98
C 1.96 2.30 2.74
O 1.97 -0.89 2.96
C 1.93 -1.40 4.31
H -2.19 -0.67 4.06
H -1.48 0.96 3.94
H -0.67 -0.30 4.89
H 1.91 3.06 3.51
H 1.84 2.76 1.76
H 2.91 1.77 2.80
H 2.88 -1.90 4.48
H 1.12 -2.12 4.39
H 1.81 -0.58 5.02
O -0.80 -0.02 -0.44
S -1.69 1.12 0.15
C -1.85 2.32 -1.20
C -2.48 1.80 -2.45
C -3.78 2.17 -2.78
C -4.38 1.68 -3.94
C -3.67 0.82 -4.77
C -2.37 0.46 -4.45
C -1.77 0.95 -3.30
C -3.34 0.32 0.22
C -3.34 -1.06 -0.37
C -2.82 -2.13 0.35
C -2.81 -3.40 -0.19
C -3.31 -3.61 -1.47
C -3.83 -2.55 -2.19
C -3.84 -1.27 -1.65
H -0.82 2.65 -1.34
H -2.42 3.14 -0.75
H -4.33 2.85 -2.14
H -5.38 1.98 -4.19
H -4.13 0.45 -5.67
H -1.81 -0.20 -5.10
H -0.75 0.68 -3.06
H -4.02 0.99 -0.29
H -3.58 0.30 1.29
H -2.41 -1.96 1.34
H -2.40 -4.22 0.38
H -3.31 -4.61 -1.89
H -4.23 -2.71 -3.19
H -4.24 -0.45 -2.22
S 1.03 -2.22 -1.38
C 0.65 -2.82 0.15
N 0.41 -3.14 1.23
```

Atomic partial charges in e from the Mulliken method, atoms 1 to 4: number 1, Mn, carries -0.493; number 2, C, carries -1.151; number 3, C, carries 0.231; number 4, N, carries 0.758

=====

Molecular formula: C24H28N2O3
Method: DFT, wB97M-V/def2-TZVPD

Values from the calculation:
Energy above the lowest of the compared OMol25 structures with the same formula, charge and spin = 1.541 eV
Charge = 0
Multiplicity = 1
E_tot = -1266.5748 Ha
Gap between HOMO and LUMO = 8.87 eV
Structure (SMILES) = CCOc1cc([C@@H]2C[C@H]3CN(c4ccccc4)C(=O)[C@]34CCCN24)ccc1OC
Max |F| = 0.7 eV/A

Structure (XYZ):
```
57
C24H28N2O3, DFT wB97M-V/def2-TZVPD
C -5.93 -0.61 -2.04
C -5.56 -1.54 -0.89
O -4.19 -1.48 -0.56
C -3.62 -0.32 -0.11
C -2.26 -0.23 -0.38
C -1.49 0.85 0.04
C 0.00 0.93 -0.20
C 0.42 0.50 -1.62
C 1.67 -0.35 -1.42
C 2.97 0.46 -1.35
N 3.74 -0.15 -0.28
C 5.09 0.15 -0.10
C 5.65 1.27 -0.72
C 6.99 1.56 -0.57
C 7.80 0.75 0.20
C 7.26 -0.36 0.82
C 5.92 -0.67 0.67
C 2.98 -0.95 0.53
O 3.34 -1.57 1.50
C 1.54 -0.91 -0.01
C 0.80 -2.24 0.21
C -0.13 -1.98 1.40
C 0.20 -0.55 1.86
N 0.81 0.12 0.73
C -2.13 1.86 0.74
C -3.48 1.79 1.02
C -4.25 0.70 0.62
O -5.58 0.58 0.91
C -6.23 1.62 1.60
H -6.97 -0.78 -2.33
H -5.29 -0.81 -2.90
H -5.81 0.42 -1.75
H -5.71 -2.59 -1.19
H -6.19 -1.34 -0.02
H -1.82 -1.05 -0.93
H 0.30 1.97 -0.03
H 0.61 1.36 -2.26
H -0.36 -0.10 -2.09
H 1.76 -1.15 -2.17
H 3.53 0.43 -2.28
H 2.74 1.50 -1.10
H 5.04 1.93 -1.32
H 7.40 2.44 -1.05
H 8.85 0.98 0.32
H 7.88 -1.00 1.42
H 5.50 -1.53 1.16
H 1.52 -3.03 0.44
H 0.25 -2.52 -0.68
H -1.18 -2.05 1.10
H 0.04 -2.69 2.21
H 0.96 -0.59 2.65
H -0.66 0.00 2.22
H -1.57 2.72 1.08
H -3.94 2.60 1.57
H -7.26 1.31 1.69
H -5.80 1.76 2.60
H -6.18 2.56 1.05
```

Atomic partial charges in e from the Mulliken method, atoms 1 to 4: number 1, C, carries -1.053; number 2, C, carries -0.351; number 3, O, carries -0.533; number 4, C, carries -0.301

=====

- Which value of charge does entry 3 give?
  +1

=====

- Which value of multiplicity does entry 1 give?
  1

=====

Copy entry 3 word for word.
Molecular formula: C24H28MnN3O8PS2
Method: DFT, wB97M-V/def2-TZVPD

Values from the calculation:
Energy above the lowest of the compared OMol25 structures with the same formula, charge and spin = 0.096 eV
Charge = +1
Multiplicity = 5
E_tot = -3986.2261 Ha
Gap between HOMO and LUMO (spin up / spin down) = 6.86 / 8.14 eV
Max |F| = 0.1 eV/A

Structure (XYZ):
```
67
C24H28MnN3O8PS2, DFT wB97M-V/def2-TZVPD
Mn 1.05 -0.18 -0.19
C 4.05 -2.28 0.81
C 4.07 -0.88 0.33
N 3.03 -0.12 0.00
C 3.52 1.12 -0.37
C 4.87 1.11 -0.26
N 5.18 -0.15 0.18
C 5.95 2.11 -0.49
O 5.59 3.30 -0.89
O 7.09 1.77 -0.28
C 2.54 2.15 -0.78
O 2.89 3.28 -1.07
O 1.32 1.71 -0.76
H 3.04 -2.61 1.01
H 4.63 -2.37 1.73
H 4.49 -2.94 0.06
H 6.14 -0.44 0.35
H 4.61 3.39 -0.99
C -1.27 -0.10 4.01
O -0.60 -0.55 2.81
P 0.81 -0.04 2.30
O 0.86 1.40 2.98
C 1.96 2.30 2.74
O 1.97 -0.89 2.96
C 1.93 -1.40 4.31
H -2.19 -0.67 4.06
H -1.48 0.96 3.94
H -0.67 -0.30 4.89
H 1.91 3.06 3.51
H 1.84 2.76 1.76
H 2.91 1.77 2.80
H 2.88 -1.90 4.48
H 1.12 -2.12 4.39
H 1.81 -0.58 5.02
O -0.80 -0.02 -0.44
S -1.69 1.12 0.15
C -1.85 2.32 -1.20
C -2.48 1.80 -2.45
C -3.78 2.17 -2.78
C -4.38 1.68 -3.94
C -3.67 0.82 -4.77
C -2.37 0.46 -4.45
C -1.77 0.95 -3.30
C -3.34 0.32 0.22
C -3.34 -1.06 -0.37
C -2.82 -2.13 0.35
C -2.81 -3.40 -0.19
C -3.31 -3.61 -1.47
C -3.83 -2.55 -2.19
C -3.84 -1.27 -1.65
H -0.82 2.65 -1.34
H -2.42 3.14 -0.75
H -4.33 2.85 -2.14
H -5.38 1.98 -4.19
H -4.13 0.45 -5.67
H -1.81 -0.20 -5.10
H -0.75 0.68 -3.06
H -4.02 0.99 -0.29
H -3.58 0.30 1.29
H -2.41 -1.96 1.34
H -2.40 -4.22 0.38
H -3.31 -4.61 -1.89
H -4.23 -2.71 -3.19
H -4.24 -0.45 -2.22
S 1.03 -2.22 -1.38
C 0.65 -2.82 0.15
N 0.41 -3.14 1.23
```

Atomic partial charges in e from the Mulliken method, atoms 1 to 4: number 1, Mn, carries -0.493; number 2, C, carries -1.151; number 3, C, carries 0.231; number 4, N, carries 0.758